{
  "formula": "C13H24F3N3O3TaTl",
  "method": "ωB97M-V/def2-TZVPD",
  "species": ["Tl", "Ta", "F", "F", "F", "O", "O", "O", "N", "N", "N", "C", "C", "C", "C", "C", "C", "C", "C", "C", "C", "C", "C", "C", "H", "H", "H", "H", "H", "H", "H", "H", "H", "H", "H", "H", "H", "H", "H", "H", "H", "H", "H", "H", "H", "H", "H", "H"],
  "coordinates": [[0.241, -0.300, 3.519], [-0.093, 0.055, -0.094], [-0.412, 3.986, 2.728], [-2.608, 3.763, 2.748], [-1.591, 4.516, 0.942], [-2.126, 1.234, 1.832], [-0.318, 1.939, 0.718], [3.413, 0.163, 2.336], [0.496, 0.164, -1.931], [-1.111, -1.581, 0.216], [1.719, -0.067, 0.651], [2.634, -0.043, 1.453], [0.254, -3.309, 1.259], [1.751, -0.234, -2.645], [1.537, -0.337, -4.154], [-1.509, 3.663, 1.989], [-2.219, -3.600, 1.188], [2.190, -1.583, -2.104], [2.791, 0.834, -2.323], [-2.458, -1.109, -0.263], [-0.999, -3.041, 0.439], [-0.428, 1.068, -2.679], [-0.905, -3.721, -0.934], [-1.364, 2.148, 1.480], [3.161, -1.833, -2.558], [-1.254, 1.409, -2.040], [2.427, 1.825, -2.632], [0.124, 1.939, -3.053], [3.713, 0.592, -2.876], [-1.787, -3.497, -1.551], [-2.036, -4.663, 1.404], [1.161, -2.876, 0.807], [2.468, -0.713, -4.596], [-3.192, -1.259, 0.533], [-0.002, -3.394, -1.472], [3.014, 0.855, -1.246], [-0.861, 0.516, -3.520], [1.458, -2.359, -2.377], [-2.451, -0.029, -0.500], [1.332, 0.637, -4.609], [0.393, -4.404, 1.308], [-0.842, -4.812, -0.788], [-2.769, -1.686, -1.137], [0.151, -2.932, 2.293], [-3.137, -3.558, 0.592], [2.333, -1.569, -1.013], [-2.372, -3.090, 2.145], [0.739, -1.048, -4.390]],
  "multiplicity": 1,
  "energy_ha": -1428.34368,
  "total_charge": 2,
  "gap_ev": 7.3,
  "e_lumo_ha": -0.3089,
  "homo_energy_ev": -15.738
}